Molecular formula: C25H20MgN3O7Se
Method: DFT, ωB97M-V/def2-TZVPD

The geometry in XYZ format:
```
57
Properties=species:S:1:pos:R:3
Mg -0.6853 0.5855 -0.7157
O -5.7753 3.8619 -0.7419
C -4.5662 3.2430 -0.8586
C -4.2711 2.4272 -1.9479
C -3.0303 1.8214 -1.9723
N -2.1533 2.0416 -1.0111
C -2.4251 2.7943 0.0432
C -3.6388 3.4391 0.1624
C -1.3199 2.7606 1.1071
O -1.4275 3.5060 2.0762
O -0.3954 1.9130 0.8618
C -2.5340 0.8023 -3.0054
O -3.1067 0.7443 -4.0911
O -1.5288 0.1300 -2.5979
H -6.3370 3.5747 -1.4698
H -4.9836 2.2344 -2.7408
H -3.8683 4.0357 1.0330
O 5.0500 -2.8090 1.6479
C 3.8029 -2.9169 2.3147
C 2.7301 -2.2304 1.5178
C 1.4070 -2.3123 1.9249
C 0.4353 -1.6481 1.1982
N 0.7178 -0.9277 0.1148
C 1.9891 -0.8545 -0.2876
C 3.0243 -1.4894 0.3838
C 2.2158 -0.0447 -1.5120
C 3.3617 -0.1480 -2.2881
C 3.4664 0.6073 -3.4481
C 4.6893 0.4919 -4.3222
O 5.0495 -0.8547 -4.5884
C 2.4096 1.4365 -3.7928
C 1.2997 1.4804 -2.9656
N 1.2116 0.7668 -1.8513
H 5.7167 -3.2599 2.1725
H 3.8496 -2.4505 3.3054
H 3.5217 -3.9664 2.4529
H 1.1140 -2.8730 2.8038
H -0.6107 -1.6872 1.4714
H 4.0476 -1.4011 0.0532
H 4.1526 -0.8354 -2.0220
H 5.5498 0.9297 -3.8137
H 4.5314 1.0521 -5.2493
H 4.2746 -1.3131 -4.9309
H 2.4303 2.0257 -4.7001
H 0.4363 2.0865 -3.2107
Se -2.9501 -0.9207 0.4340
C -2.7095 -1.1776 2.3113
C -2.3071 -0.1414 3.1618
C -2.0785 -0.3665 4.5116
C -2.2511 -1.6313 5.0616
C -2.6603 -2.6697 4.2343
C -2.8828 -2.4455 2.8822
H -2.1548 0.8518 2.7598
H -1.7569 0.4605 5.1343
H -2.0730 -1.8034 6.1165
H -2.8080 -3.6644 4.6418
H -3.1954 -3.2613 2.2410
```

## Properties
Net charge: -1
Orbital gap, eV: 5.496